This record from the OMol25 dataset describes one molecule with the formula C11H23IOSi in a non-equilibrium geometry. The level of theory is ωB97M-V/def2-TZVPD.

Strongest force on any atom ... 3.6 eV Å⁻¹
Structure (SMILES) ... C/C(=C\I)CCO[Si](C)(C)C(C)(C)C
HOMO-LUMO gap ... 9.244 eV

Last column: natural (NBO) charge in e.
Positions of all 37 atoms, in Å:
C (2.11620, -0.00670, -3.12801)  -0.680
C (2.50205, 0.98863, -2.09172)  0.041
C (3.66027, 0.85317, -1.38528)  -0.409
I (4.54388, -1.02673, -1.48863)  0.136
C (1.51168, 2.04970, -1.63225)  -0.458
C (0.78491, 1.56156, -0.42024)  -0.042
O (-0.33146, 0.82402, -0.70713)  -0.905
Si (-1.23180, 0.39085, 0.62510)  1.981
C (-1.03575, 1.38477, 2.24894)  -1.171
C (-3.07633, 0.72795, 0.17237)  -1.151
C (-0.93197, -1.49804, 0.96087)  -0.487
C (0.54344, -1.64744, 0.64270)  -0.624
C (-2.02183, -2.15169, 0.00069)  -0.615
C (-1.13112, -1.70049, 2.47568)  -0.616
H (2.25576, -0.99517, -2.76007)  0.231
H (1.08241, 0.06588, -3.31340)  0.224
H (2.80750, 0.10273, -3.99570)  0.238
H (3.84566, 1.57373, -0.61965)  0.213
H (0.79832, 2.34958, -2.33577)  0.226
H (2.14876, 2.91112, -1.24990)  0.221
H (1.53139, 1.06780, 0.15718)  0.170
H (0.28008, 2.39262, 0.23399)  0.160
H (0.03187, 1.68706, 2.08360)  0.228
H (-1.62718, 2.28634, 2.32325)  0.242
H (-1.22506, 0.83310, 3.17471)  0.255
H (-3.26285, 1.83243, 0.23633)  0.234
H (-3.34621, 0.35989, -0.83194)  0.234
H (-3.72560, 0.23260, 0.91691)  0.230
H (1.13671, -1.23419, 1.52373)  0.208
H (0.81981, -1.18855, -0.27630)  0.217
H (0.84962, -2.74876, 0.63630)  0.204
H (-3.03689, -1.89950, 0.43063)  0.219
H (-1.82976, -3.22559, -0.09483)  0.209
H (-1.91286, -1.71690, -1.04388)  0.214
H (-0.31544, -1.20167, 3.02198)  0.212
H (-2.18778, -1.50936, 2.82943)  0.210
H (-1.02040, -2.72473, 2.68031)  0.203